# H22O11

A 11-piece molecular cluster, H22O11 overall at a distorted geometry (the ωB97M-V functional and the def2-TZVPD basis, the Open Molecules 2025 dataset).

The calculation puts the gap between HOMO and LUMO at 0.3984 hartree. The value obtained for the relative energy (zero: lowest compared OMol25 entry of this formula, charge and spin) is 90.0 kcal/mol. As for the structure (SMILES): O.O.O.O.O.O.O.O.O.O.O. The calculation puts the LUMO energy at 0.01 eV. The calculation puts the strongest force on any atom at 0.105 Eh/bohr. Its total energy is -22877.60988 eV.

```
! RIJCOSX wB97M-V def2-TZVPD def2/J DEFGRID3
* xyz 0 1
O 0.968 -0.430 0.349
H -0.030 -0.309 0.487
H 1.340 0.180 -0.258
O 4.246 2.760 1.366
H 5.046 3.422 1.351
H 4.053 2.781 2.341
O -2.031 -2.473 1.694
H -2.806 -2.322 1.147
H -1.680 -3.390 1.486
O 5.123 -0.265 -0.221
H 5.900 0.292 -0.531
H 5.054 -1.078 -0.767
O 1.362 -4.508 -1.630
H 1.953 -3.801 -2.015
H 0.522 -4.421 -1.925
O -0.748 4.139 -1.998
H -0.250 4.077 -1.201
H -0.869 5.084 -2.144
O -4.352 -1.153 1.190
H -3.641 -0.652 0.686
H -5.206 -0.960 0.781
O 0.493 -1.743 3.591
H 0.440 -2.030 4.564
H 0.281 -2.611 3.201
O -2.557 4.294 1.493
H -1.952 3.490 1.545
H -2.981 4.292 2.347
O -3.451 -0.121 -2.689
H -4.221 0.111 -3.220
H -3.611 -0.827 -2.129
O 1.057 -0.426 -3.086
H 0.584 -0.857 -3.797
H 1.205 -1.054 -2.420
*
```